No. 1
Below is C22H10BrF2N3O2S2W as an isolated structure, with properties calculated with ωB97M-V/def2-TZVPD.

```
43
Properties=species:S:1:pos:R:3:forces:R:3
W -0.939 -0.638 -0.044 -0.429 -0.192 -0.295
F -6.033 -2.381 0.377 -0.013 -0.001 0.001
C -5.058 -1.998 -0.427 0.046 0.016 0.042
C -3.855 -1.589 0.132 -0.042 -0.008 -0.072
C -2.824 -1.197 -0.721 0.116 0.163 0.013
C -2.991 -1.213 -2.122 0.009 -0.015 0.009
C -4.224 -1.622 -2.615 -0.068 -0.023 -0.020
F -4.437 -1.651 -3.926 0.003 -0.010 -0.002
C -5.264 -2.016 -1.792 0.022 0.008 -0.024
C -1.832 -0.831 -2.935 -0.006 -0.004 0.020
C -1.766 -0.745 -4.314 -0.004 0.014 -0.033
C -0.576 -0.361 -4.919 0.011 0.006 0.004
C 0.532 -0.050 -4.144 -0.018 -0.001 0.002
C 0.418 -0.140 -2.778 0.011 0.017 -0.026
N -0.735 -0.526 -2.191 0.056 -0.170 0.193
H -3.756 -1.611 1.209 -0.025 -0.015 0.004
H -6.208 -2.334 -2.215 -0.002 -0.003 0.006
H -2.632 -0.972 -4.914 -0.001 0.000 0.011
H -0.521 -0.303 -5.998 -0.002 0.000 -0.001
H 1.469 0.258 -4.586 0.004 -0.001 0.006
H 1.246 0.096 -2.124 -0.001 -0.009 0.005
S -0.738 -1.864 1.905 -0.036 -0.074 0.126
C -0.018 -3.190 1.008 0.108 0.229 -0.028
S 0.287 -2.542 -0.588 -0.048 -0.058 -0.099
C 0.176 -4.443 1.438 0.021 0.049 0.015
C -0.194 -4.810 2.772 0.099 -0.164 -0.036
N -0.490 -5.104 3.842 -0.052 0.104 0.014
C 0.731 -5.420 0.549 -0.058 -0.114 0.133
N 1.149 -6.204 -0.177 0.032 0.078 -0.069
Br -2.387 0.958 1.621 -0.088 -0.045 0.120
C -1.373 2.586 1.887 0.008 -0.068 -0.047
C -1.688 3.267 3.038 0.074 0.081 -0.043
C -1.115 4.526 3.225 -0.070 -0.063 0.063
C -0.280 5.073 2.267 0.042 0.027 -0.046
C 0.015 4.365 1.111 -0.010 0.014 0.025
C -0.520 3.096 0.906 -0.031 0.014 0.012
C -0.093 2.377 -0.303 -0.030 0.166 0.179
O 0.288 2.781 -1.340 -0.010 -0.052 -0.002
O -0.087 0.964 -0.067 0.377 0.106 -0.156
H -2.367 2.854 3.771 0.000 0.006 0.010
H -1.344 5.075 4.128 0.002 -0.001 -0.001
H 0.149 6.053 2.420 0.003 -0.002 -0.007
H 0.677 4.777 0.360 0.001 -0.006 -0.003
```
Forces are in eV/Å.

## Properties
Relative energy (zero: lowest compared OMol25 entry of this formula, charge and spin) ... 0.000 eV
LUMO level ... -0.3519 hartree
Electronic energy ... -130497.9661 eV
Charge ... +2
Orbital gap ... 5.92 eV
E_HOMO ... -15.50 eV

---

No. 2
Below is C22H10F21GeO2PPdS3Sb as an isolated structure in a non-equilibrium geometry, with properties calculated with ωB97M-V/def2-TZVPD.

```
62
Properties=species:S:1:pos:R:3:forces:R:3
Pd 0.659 1.245 1.028 -0.607 -0.942 1.248
C 5.042 1.888 4.488 0.001 -0.010 -0.031
C 5.208 0.753 3.499 -0.071 -0.027 -0.079
O 4.895 1.176 2.163 0.126 0.129 0.060
P 3.397 1.109 1.588 0.796 0.199 0.331
S 3.405 1.720 -0.383 -0.216 0.032 -0.049
S 1.794 0.832 2.948 -0.235 -0.203 -0.398
O 3.354 -0.514 1.388 -0.045 -0.294 -0.150
C 4.257 -1.205 0.509 -0.098 -0.008 -0.010
C 3.494 -1.858 -0.622 -0.009 0.054 0.006
H 5.365 1.561 5.478 -0.005 0.015 -0.002
H 4.004 2.212 4.548 -0.002 -0.001 0.015
H 5.643 2.743 4.182 0.007 -0.008 0.019
H 4.585 -0.106 3.765 0.016 -0.021 0.007
H 6.244 0.420 3.456 0.016 -0.021 0.019
H 4.765 -1.954 1.119 0.044 0.012 0.024
H 5.013 -0.510 0.133 0.027 -0.004 -0.002
H 2.703 -2.495 -0.227 0.023 -0.013 -0.010
H 4.177 -2.463 -1.223 -0.005 -0.006 -0.008
H 3.029 -1.106 -1.260 0.015 -0.043 0.030
F -0.453 1.613 -0.534 -0.093 -0.122 -0.369
Sb 1.012 3.990 0.359 -0.719 0.349 0.552
F -0.015 3.054 2.097 0.578 0.240 -0.553
F -0.784 4.493 0.088 -0.331 0.023 -0.228
F 1.341 5.334 1.641 0.310 0.172 0.187
F 1.416 5.269 -1.007 0.379 0.225 -0.495
F 3.130 2.711 2.031 0.026 0.255 0.118
F 1.098 0.110 -2.106 -0.136 0.095 -0.023
C 0.079 -0.221 -2.899 0.091 -0.116 0.053
C -1.135 -0.661 -2.389 -0.195 0.041 -0.041
C -2.056 -1.104 -3.330 0.041 0.021 0.039
F -3.239 -1.615 -2.953 0.017 0.011 0.095
C -1.829 -1.064 -4.691 -0.046 -0.057 -0.042
F -2.750 -1.503 -5.557 0.011 0.033 0.028
C -0.627 -0.573 -5.158 0.021 0.023 -0.133
F -0.389 -0.522 -6.471 0.007 -0.016 0.050
C 0.334 -0.160 -4.260 0.075 0.008 0.016
F 1.515 0.272 -4.711 -0.001 -0.002 0.010
Ge -1.577 -0.685 -0.455 0.147 -0.065 -0.075
S 0.174 -0.990 0.838 -0.057 0.000 -0.306
C -2.879 0.708 0.035 0.107 0.093 -0.061
C -3.684 1.312 -0.914 0.097 0.054 0.053
F -3.753 0.829 -2.165 0.019 0.019 0.008
C -4.435 2.439 -0.645 -0.080 0.036 -0.084
F -5.202 2.993 -1.592 0.036 -0.035 0.041
C -4.393 2.994 0.616 -0.117 0.144 0.035
F -5.135 4.067 0.895 0.053 -0.032 -0.005
C -3.611 2.417 1.598 0.010 -0.016 0.039
F -3.608 2.933 2.825 0.024 -0.015 0.002
C -2.872 1.290 1.295 -0.127 -0.171 0.009
F -2.173 0.739 2.293 0.044 -0.012 -0.033
C -2.480 -2.457 -0.283 0.009 -0.006 0.132
C -3.706 -2.666 0.325 0.068 0.005 -0.027
F -4.416 -1.644 0.823 0.034 0.021 -0.023
C -4.268 -3.925 0.454 -0.109 0.006 0.034
F -5.462 -4.090 1.036 0.040 0.021 -0.011
C -3.586 -5.025 -0.023 -0.064 -0.171 0.017
F -4.117 -6.245 0.094 0.037 0.069 0.005
C -2.352 -4.862 -0.621 0.047 -0.077 -0.049
F -1.687 -5.932 -1.070 -0.019 0.037 -0.013
C -1.827 -3.590 -0.742 -0.029 0.039 0.011
F -0.632 -3.485 -1.343 0.016 0.033 0.015
```
Forces are in eV/Å.

## Properties
Relative energy (zero: lowest compared OMol25 entry of this formula, charge and spin) ... 1.047 eV
Spin multiplicity ... 3
LUMO level (spin up / spin down) ... 0.0405 / -0.0299 hartree
Electronic energy ... -192470.2685 eV
Charge ... -1
Orbital gap (spin up / spin down) ... 7.41 / 5.41 eV
E_HOMO (spin up / spin down) ... -6.31 / -6.23 eV
⟨S²⟩ ... 2.0121

---

No. 3
Below is C22H12BrCo2N2O6 as an isolated structure in a non-equilibrium geometry, with properties calculated with ωB97M-V/def2-TZVPD.

```
45
Properties=species:S:1:pos:R:3:forces:R:3
C -0.075 -1.161 -1.587 -0.307 -2.070 0.017
N -0.777 -2.270 -1.272 0.686 -1.224 1.017
N -1.226 -3.260 -0.889 0.806 3.002 -1.197
C -0.496 -0.433 -2.769 -0.809 0.318 -0.874
C 0.424 -0.026 -3.763 -0.302 -0.145 0.270
C 0.032 0.780 -4.828 -0.469 0.356 0.289
C -1.287 1.257 -4.879 0.212 -0.869 0.551
Br -1.763 2.583 -6.157 -0.018 -0.201 0.034
C -2.246 0.746 -3.989 0.475 0.094 -0.354
C -1.860 -0.129 -2.973 0.332 0.357 -0.232
H 0.965 -1.112 -1.232 -0.764 -0.275 0.096
H 1.464 -0.345 -3.672 -0.295 0.130 -0.058
H 0.747 1.082 -5.588 -0.065 0.014 0.171
H -3.284 1.047 -4.091 0.111 -0.025 0.052
H -2.616 -0.519 -2.290 0.299 0.218 -0.185
O -1.762 -4.225 4.996 0.411 0.815 -0.622
C -1.261 -3.288 4.540 -0.995 -1.385 1.566
Co -0.355 -1.961 3.846 -0.888 1.449 -0.993
C 1.191 -2.321 4.540 0.713 0.982 1.375
O 2.243 -2.604 4.930 -0.904 -0.027 -0.594
C 0.131 -2.519 2.267 0.942 0.049 -2.921
O 0.636 -2.852 1.278 -0.556 0.116 1.276
C -0.330 0.106 3.762 3.753 -0.242 2.357
C 0.149 0.656 2.552 3.246 0.176 0.822
C 1.400 0.924 2.097 -0.655 -0.156 1.274
C 1.856 1.151 0.756 0.231 0.063 -0.735
C 3.240 0.990 0.476 -0.735 0.093 0.178
C 3.703 1.065 -0.825 -0.335 0.235 -0.373
C 2.820 1.474 -1.843 0.226 -0.107 0.056
C 1.488 1.789 -1.541 0.043 -0.249 0.033
C 0.971 1.487 -0.287 0.559 0.461 0.202
Co -1.628 0.449 2.609 -4.323 -1.513 -2.114
C -2.894 -0.617 3.274 -1.767 -0.559 0.868
O -3.830 -1.218 3.597 1.338 0.698 -0.381
C -2.184 0.067 0.969 -0.954 -0.673 -2.326
O -2.735 -0.200 -0.017 0.960 0.480 1.682
C -2.387 2.068 2.691 -0.883 0.910 0.685
O -3.072 2.997 2.687 1.024 -0.984 -0.133
H -0.154 0.550 4.752 -0.052 -0.147 -0.394
H 2.214 0.919 2.843 -0.370 -0.375 -0.273
H 3.907 0.769 1.313 -0.159 -0.049 -0.311
H 4.749 0.833 -1.043 -0.349 0.099 -0.045
H 3.152 1.469 -2.883 0.025 0.365 0.281
H 0.837 2.251 -2.286 0.197 -0.446 0.035
H -0.097 1.550 -0.070 0.368 0.239 -0.070
```
Forces are in eV/Å.

## Properties
Relative energy (zero: lowest compared OMol25 entry of this formula, charge and spin) ... 0.678 eV
LUMO level ... 0.0854 hartree
Electronic energy ... -183566.7033 eV
Charge ... -1
Orbital gap ... 6.67 eV
E_HOMO ... -4.34 eV

---

Please write out number 3 again, unchanged.
Below is C22H12BrCo2N2O6 as an isolated structure in a non-equilibrium geometry, with properties calculated with ωB97M-V/def2-TZVPD.

```
45
Properties=species:S:1:pos:R:3:forces:R:3
C -0.075 -1.161 -1.587 -0.307 -2.070 0.017
N -0.777 -2.270 -1.272 0.686 -1.224 1.017
N -1.226 -3.260 -0.889 0.806 3.002 -1.197
C -0.496 -0.433 -2.769 -0.809 0.318 -0.874
C 0.424 -0.026 -3.763 -0.302 -0.145 0.270
C 0.032 0.780 -4.828 -0.469 0.356 0.289
C -1.287 1.257 -4.879 0.212 -0.869 0.551
Br -1.763 2.583 -6.157 -0.018 -0.201 0.034
C -2.246 0.746 -3.989 0.475 0.094 -0.354
C -1.860 -0.129 -2.973 0.332 0.357 -0.232
H 0.965 -1.112 -1.232 -0.764 -0.275 0.096
H 1.464 -0.345 -3.672 -0.295 0.130 -0.058
H 0.747 1.082 -5.588 -0.065 0.014 0.171
H -3.284 1.047 -4.091 0.111 -0.025 0.052
H -2.616 -0.519 -2.290 0.299 0.218 -0.185
O -1.762 -4.225 4.996 0.411 0.815 -0.622
C -1.261 -3.288 4.540 -0.995 -1.385 1.566
Co -0.355 -1.961 3.846 -0.888 1.449 -0.993
C 1.191 -2.321 4.540 0.713 0.982 1.375
O 2.243 -2.604 4.930 -0.904 -0.027 -0.594
C 0.131 -2.519 2.267 0.942 0.049 -2.921
O 0.636 -2.852 1.278 -0.556 0.116 1.276
C -0.330 0.106 3.762 3.753 -0.242 2.357
C 0.149 0.656 2.552 3.246 0.176 0.822
C 1.400 0.924 2.097 -0.655 -0.156 1.274
C 1.856 1.151 0.756 0.231 0.063 -0.735
C 3.240 0.990 0.476 -0.735 0.093 0.178
C 3.703 1.065 -0.825 -0.335 0.235 -0.373
C 2.820 1.474 -1.843 0.226 -0.107 0.056
C 1.488 1.789 -1.541 0.043 -0.249 0.033
C 0.971 1.487 -0.287 0.559 0.461 0.202
Co -1.628 0.449 2.609 -4.323 -1.513 -2.114
C -2.894 -0.617 3.274 -1.767 -0.559 0.868
O -3.830 -1.218 3.597 1.338 0.698 -0.381
C -2.184 0.067 0.969 -0.954 -0.673 -2.326
O -2.735 -0.200 -0.017 0.960 0.480 1.682
C -2.387 2.068 2.691 -0.883 0.910 0.685
O -3.072 2.997 2.687 1.024 -0.984 -0.133
H -0.154 0.550 4.752 -0.052 -0.147 -0.394
H 2.214 0.919 2.843 -0.370 -0.375 -0.273
H 3.907 0.769 1.313 -0.159 -0.049 -0.311
H 4.749 0.833 -1.043 -0.349 0.099 -0.045
H 3.152 1.469 -2.883 0.025 0.365 0.281
H 0.837 2.251 -2.286 0.197 -0.446 0.035
H -0.097 1.550 -0.070 0.368 0.239 -0.070
```
Forces are in eV/Å.

## Properties
Relative energy (zero: lowest compared OMol25 entry of this formula, charge and spin) ... 0.678 eV
LUMO level ... 0.0854 hartree
Electronic energy ... -183566.7033 eV
Charge ... -1
Orbital gap ... 6.67 eV
E_HOMO ... -4.34 eV

---

What did the third record say?
Below is C22H12BrCo2N2O6 as an isolated structure in a non-equilibrium geometry, with properties calculated with ωB97M-V/def2-TZVPD.

```
45
Properties=species:S:1:pos:R:3:forces:R:3
C -0.075 -1.161 -1.587 -0.307 -2.070 0.017
N -0.777 -2.270 -1.272 0.686 -1.224 1.017
N -1.226 -3.260 -0.889 0.806 3.002 -1.197
C -0.496 -0.433 -2.769 -0.809 0.318 -0.874
C 0.424 -0.026 -3.763 -0.302 -0.145 0.270
C 0.032 0.780 -4.828 -0.469 0.356 0.289
C -1.287 1.257 -4.879 0.212 -0.869 0.551
Br -1.763 2.583 -6.157 -0.018 -0.201 0.034
C -2.246 0.746 -3.989 0.475 0.094 -0.354
C -1.860 -0.129 -2.973 0.332 0.357 -0.232
H 0.965 -1.112 -1.232 -0.764 -0.275 0.096
H 1.464 -0.345 -3.672 -0.295 0.130 -0.058
H 0.747 1.082 -5.588 -0.065 0.014 0.171
H -3.284 1.047 -4.091 0.111 -0.025 0.052
H -2.616 -0.519 -2.290 0.299 0.218 -0.185
O -1.762 -4.225 4.996 0.411 0.815 -0.622
C -1.261 -3.288 4.540 -0.995 -1.385 1.566
Co -0.355 -1.961 3.846 -0.888 1.449 -0.993
C 1.191 -2.321 4.540 0.713 0.982 1.375
O 2.243 -2.604 4.930 -0.904 -0.027 -0.594
C 0.131 -2.519 2.267 0.942 0.049 -2.921
O 0.636 -2.852 1.278 -0.556 0.116 1.276
C -0.330 0.106 3.762 3.753 -0.242 2.357
C 0.149 0.656 2.552 3.246 0.176 0.822
C 1.400 0.924 2.097 -0.655 -0.156 1.274
C 1.856 1.151 0.756 0.231 0.063 -0.735
C 3.240 0.990 0.476 -0.735 0.093 0.178
C 3.703 1.065 -0.825 -0.335 0.235 -0.373
C 2.820 1.474 -1.843 0.226 -0.107 0.056
C 1.488 1.789 -1.541 0.043 -0.249 0.033
C 0.971 1.487 -0.287 0.559 0.461 0.202
Co -1.628 0.449 2.609 -4.323 -1.513 -2.114
C -2.894 -0.617 3.274 -1.767 -0.559 0.868
O -3.830 -1.218 3.597 1.338 0.698 -0.381
C -2.184 0.067 0.969 -0.954 -0.673 -2.326
O -2.735 -0.200 -0.017 0.960 0.480 1.682
C -2.387 2.068 2.691 -0.883 0.910 0.685
O -3.072 2.997 2.687 1.024 -0.984 -0.133
H -0.154 0.550 4.752 -0.052 -0.147 -0.394
H 2.214 0.919 2.843 -0.370 -0.375 -0.273
H 3.907 0.769 1.313 -0.159 -0.049 -0.311
H 4.749 0.833 -1.043 -0.349 0.099 -0.045
H 3.152 1.469 -2.883 0.025 0.365 0.281
H 0.837 2.251 -2.286 0.197 -0.446 0.035
H -0.097 1.550 -0.070 0.368 0.239 -0.070
```
Forces are in eV/Å.

## Properties
Relative energy (zero: lowest compared OMol25 entry of this formula, charge and spin) ... 0.678 eV
LUMO level ... 0.0854 hartree
Electronic energy ... -183566.7033 eV
Charge ... -1
Orbital gap ... 6.67 eV
E_HOMO ... -4.34 eV